14
Properties=species:S:1:pos:R:3 method="wB97M-V/def2-TZVPD" max_force_ev_per_a=4.1 total_charge=+1 spin_multiplicity=2 energy_ha=-303.50894 de_lowest_kj_mol=98.6 homo_lumo_gap_ha="0.4369 / 0.2276" homo_energy_ev="-15.56 / -15.03" e_lumo_ev="-3.7 / -8.8" mol_weight_g_mol=88.1
C -0.374 -0.078 -2.307
N -1.029 0.089 -0.994
C -0.450 -0.802 0.020
C 0.535 0.100 0.906
N -0.155 0.681 1.901
O 1.719 0.048 0.775
H -0.659 -1.031 -2.740
H 0.694 0.085 -2.199
H -0.707 0.746 -2.951
H -1.982 -0.281 -1.035
H 0.082 -1.589 -0.507
H -1.323 -1.169 0.549
H -0.911 0.137 2.285
H 0.118 1.544 2.341

---

56
Properties=species:S:1:pos:R:3 method="wB97M-V/def2-TZVPD" max_force_ev_per_a=0.7 total_charge=0 spin_multiplicity=1 energy_ha=-1154.23514 de_lowest_kj_mol=15.4 smiles="O=C(NCCc1ccccc1)C1CCN(Cc2cccc3ccccc23)CC1" homo_lumo_gap_ha=0.3214 homo_energy_ev=-8.18 e_lumo_ev=0.6 mol_weight_g_mol=372.5
O -2.059 -3.625 -1.215
C -1.475 -2.742 -0.618
N -1.951 -2.208 0.527
C -3.258 -2.547 1.039
C -4.245 -1.377 0.897
C -4.231 -0.826 -0.503
C -4.582 -1.629 -1.582
C -4.516 -1.139 -2.873
C -4.104 0.163 -3.105
C -3.767 0.975 -2.037
C -3.830 0.481 -0.745
C -0.146 -2.198 -1.138
C 0.986 -2.115 -0.101
C 1.023 -0.810 0.710
N 0.887 0.396 -0.081
C 2.093 0.763 -0.811
C 3.251 1.021 0.117
C 4.403 0.288 -0.013
C 5.512 0.510 0.816
C 5.462 1.473 1.782
C 4.298 2.251 1.956
C 4.230 3.253 2.947
C 3.099 4.001 3.111
C 1.985 3.776 2.289
C 2.019 2.814 1.318
C 3.172 2.025 1.119
C -0.305 0.342 -0.905
C -0.354 -0.854 -1.860
H -1.478 -1.426 0.947
H -3.596 -3.406 0.457
H -3.175 -2.839 2.091
H -3.979 -0.587 1.604
H -5.244 -1.738 1.152
H -4.899 -2.646 -1.413
H -4.782 -1.777 -3.702
H -4.048 0.543 -4.114
H -3.451 1.994 -2.207
H -3.569 1.124 0.085
H 0.149 -2.935 -1.895
H 0.921 -2.962 0.584
H 1.935 -2.202 -0.637
H 1.971 -0.754 1.251
H 0.228 -0.794 1.464
H 1.867 1.680 -1.366
H 2.396 -0.002 -1.544
H 4.468 -0.478 -0.773
H 6.401 -0.088 0.681
H 6.311 1.655 2.426
H 5.094 3.415 3.576
H 3.055 4.767 3.872
H 1.095 4.373 2.430
H 1.153 2.634 0.703
H -0.368 1.267 -1.484
H -1.169 0.319 -0.234
H 0.429 -0.736 -2.611
H -1.314 -0.863 -2.380

---

14
Properties=species:S:1:pos:R:3 method="wB97M-V/def2-TZVPD" max_force_ev_per_a=6.0 total_charge=-1 spin_multiplicity=1 energy_ha=-1140.31468 de_lowest_kj_mol=133.1 homo_lumo_gap_ha=0.2454 homo_energy_ev=-3.65 e_lumo_ev=3.0 mol_weight_g_mol=161.2
C -1.944 -0.266 -1.122
C -0.805 -0.505 -0.313
C -2.292 1.016 -1.299
C -0.338 0.654 0.149
C 1.464 0.577 1.104
O 2.049 -1.928 -0.143
O 3.258 -1.082 1.897
S -1.062 2.016 -0.534
S 1.924 -1.340 1.275
H -2.423 -1.148 -1.492
H -0.426 -1.521 -0.071
H -2.845 1.389 -2.062
H 2.394 1.120 0.645
H 1.046 1.018 1.965

---

22
Properties=species:S:1:pos:R:3 method="wB97M-V/def2-TZVPD" max_force_ev_per_a=4.4 total_charge=+2 spin_multiplicity=1 energy_ha=-909.32909 de_lowest_kj_mol=0.0 homo_lumo_gap_ha=0.2555 homo_energy_ev=-16.36 e_lumo_ev=-9.4 mol_weight_g_mol=177.2
C -0.603 -0.885 3.370
C 0.451 -0.101 2.856
C 1.175 -1.600 0.951
C 2.060 -2.659 1.532
C 1.931 0.709 1.107
N -1.640 -1.026 2.665
N -3.684 2.668 -6.418
N 1.190 -0.285 1.834
O -1.810 4.220 -6.827
O 0.528 -1.563 -0.036
S -2.263 2.860 -7.088
H -0.453 -1.186 4.479
H 0.570 0.799 3.436
H 1.792 -3.656 1.166
H 3.017 -2.339 1.138
H 2.021 -2.811 2.649
H 2.974 0.493 0.952
H 1.752 0.753 -0.031
H 1.873 1.837 1.466
H -2.497 -1.422 3.111
H -4.159 3.417 -5.936
H -4.228 1.780 -6.378

---

28
Properties=species:S:1:pos:R:3 method="wB97M-V/def2-TZVPD" max_force_ev_per_a=4.3 total_charge=0 spin_multiplicity=1 energy_ha=-1299.01069 de_lowest_kj_mol=237.2 homo_lumo_gap_ha="0.2354 / 0.2601" homo_energy_ev="-6.70 / -6.54" e_lumo_ev="-0.3 / 0.5" mol_weight_g_mol=226.4
C 3.428 1.297 0.340
C 2.619 1.985 -0.623
C 2.738 0.704 1.355
C 1.270 1.913 -0.571
C 1.389 0.513 1.408
C 0.626 1.145 0.436
C -3.234 -0.079 0.507
C -3.483 1.116 -0.415
C -0.807 0.859 0.281
C 0.920 -2.145 -0.365
C -0.476 -1.944 -0.623
O -1.445 -2.399 0.223
S -1.799 0.332 1.615
S -1.728 1.686 -0.985
H 4.456 1.385 0.291
H 3.136 2.377 -1.415
H 3.368 0.396 2.249
H 0.580 2.217 -1.220
H 0.810 0.065 2.246
H -4.038 -0.211 1.092
H -2.881 -1.002 0.017
H -3.937 0.838 -1.377
H -3.956 2.011 -0.135
H 1.085 -3.120 0.019
H 1.236 -1.300 0.299
H 1.469 -1.898 -1.351
H -0.863 -1.183 -1.285
H -1.159 -2.390 1.144

---

20
Properties=species:S:1:pos:R:3 method="wB97M-V/def2-TZVPD" max_force_ev_per_a=1.4 total_charge=-1 spin_multiplicity=1 energy_ha=-746.06687 de_lowest_kj_mol=19.2 homo_lumo_gap_ha=0.2637 homo_energy_ev=-3.47 e_lumo_ev=3.7 mol_weight_g_mol=129.2
C -1.238 -1.987 -0.435
C -0.596 -1.092 -1.490
C -0.855 0.442 -1.305
S -0.553 1.019 0.406
H -0.893 -1.794 0.574
H -2.328 -1.851 -0.366
H -1.064 -3.033 -0.725
H -1.026 -1.314 -2.474
H 0.484 -1.252 -1.493
H -0.117 0.907 -1.968
H -1.873 0.674 -1.628
H 4.844 -0.389 -0.349
H 4.025 0.138 0.792
O 4.884 0.252 0.358
H -3.888 0.856 -0.056
H -2.672 1.018 0.886
O -3.660 0.937 0.864
H 1.803 -0.828 1.656
H 1.373 0.313 0.623
O 2.141 -0.232 0.998

---

12
Properties=species:S:1:pos:R:3 method="wB97M-V/def2-TZVPD" max_force_ev_per_a=1.7 total_charge=-1 spin_multiplicity=1 energy_ha=-533.95335 de_lowest_kj_mol=46.6 homo_lumo_gap_ha=0.2314 homo_energy_ev=-2.46 e_lumo_ev=3.8 mol_weight_g_mol=78.2
S -3.253 -0.278 -1.007
H -3.187 1.061 -1.197
C 0.236 -1.152 -0.134
C 1.038 -0.054 0.602
N 0.789 1.220 -0.094
H 0.079 -1.994 0.540
H -0.730 -0.669 -0.312
H 0.745 -1.384 -1.061
H 0.754 -0.108 1.671
H 2.127 -0.128 0.712
H -0.125 1.607 0.147
H 1.526 1.879 0.133